# 1
{
  "formula": "C14H13AuIN3O",
  "method": "ωB97M-V/def2-TZVPD",
  "species": ["Au", "H", "H", "N", "H", "H", "C", "H", "C", "H", "C", "C", "C", "C", "H", "C", "C", "C", "I", "N", "H", "C", "C", "C", "H", "C", "H", "H", "O", "N", "H", "C", "H"],
  "xyz": [[-0.1043, -0.1357, -0.0845], [3.5361, -3.8095, -0.2351], [3.6265, -2.3707, -4.6608], [-3.3901, 1.5648, -2.0457], [-4.7092, 2.4304, -3.3868], [2.6430, -0.4919, -5.9585], [1.8370, 0.4531, -4.2078], [1.5109, 1.3295, -4.7472], [-3.7329, 1.9445, -3.3910], [-3.7793, 1.0684, -4.0373], [3.0408, -1.5999, -4.1813], [3.3905, -2.7839, -2.0898], [3.0978, -2.9800, -0.7734], [-3.5837, 2.4643, -0.9356], [-2.2859, -0.3365, -3.4638], [2.8192, -1.7087, -2.7958], [1.5876, -1.0577, -0.7618], [2.5140, -0.5635, -4.8907], [0.7596, 2.1409, -2.0156], [-2.1370, 0.7021, -0.4036], [-1.4112, -0.9960, -2.1119], [2.1560, -2.1509, -0.1449], [-2.5181, 0.6152, -1.6710], [1.9919, -0.7743, -2.0998], [1.8638, -2.4012, 0.8656], [1.6104, 0.3554, -2.8634], [-2.9990, 2.6532, -3.7903], [-3.2297, 3.4752, -1.1555], [-2.6180, 2.1779, 1.2975], [-2.1303, -0.3807, -2.4731], [4.0423, -3.4546, -2.6322], [-2.7256, 1.8047, 0.1635], [-4.6337, 2.5177, -0.6382]],
  "forces_ev_per_angstrom": [[-0.25, -0.31, -0.28], [0.02, -0.02, 0.05], [0.06, -0.05, -0.10], [-0.10, 0.00, -0.07], [0.02, -0.13, -0.04], [0.08, 0.02, -0.14], [-0.19, 0.28, 0.13], [0.00, 0.06, -0.02], [0.12, 0.09, -0.15], [-0.09, 0.08, -0.01], [-0.02, 0.13, -0.22], [0.05, -0.23, 0.17], [0.10, -0.12, -0.29], [-0.02, 0.14, 0.35], [0.06, -0.02, 0.03], [-0.11, 0.07, 0.23], [-0.19, -0.01, 0.55], [0.20, -0.25, -0.06], [0.36, -0.26, -0.40], [0.86, -0.67, 0.50], [0.02, 0.09, -0.08], [-0.14, 0.24, 0.26], [-0.31, -0.13, -0.18], [0.19, -0.18, -0.08], [-0.05, 0.02, 0.04], [-0.41, 0.74, -0.13], [-0.04, -0.06, -0.08], [0.06, -0.04, 0.03], [0.06, 0.18, 0.16], [-0.02, 0.16, 0.04], [0.08, -0.08, 0.02], [-0.47, 0.25, -0.28], [0.07, 0.00, 0.05]],
  "lowdin_charge": [0.672, 0.101, 0.111, -0.101, 0.097, 0.101, -0.196, 0.073, -0.023, 0.085, -0.042, -0.054, -0.090, -0.036, 0.104, -0.181, -0.321, -0.090, 0.859, 0.007, 0.079, -0.154, -0.485, -0.273, 0.079, -0.600, 0.098, 0.139, 0.082, 0.206, 0.108, -0.492, 0.139],
  "charge": 0,
  "lumo_ev": 0.21,
  "molar_mass_g_mol": 563.15
}

***

# 2
{
  "formula": "C14H13Cl16FN2O2S",
  "method": "ωB97M-V/def2-TZVPD",
  "species": ["C", "Cl", "H", "H", "S", "N", "Cl", "Cl", "Cl", "H", "N", "Cl", "H", "H", "Cl", "O", "Cl", "C", "C", "Cl", "H", "Cl", "C", "C", "H", "Cl", "C", "Cl", "Cl", "C", "O", "C", "H", "C", "C", "H", "Cl", "C", "Cl", "C", "H", "Cl", "C", "C", "F", "H", "H", "Cl", "H"],
  "xyz": [[-0.3107, -0.8726, -1.1297], [-3.0626, -1.0545, -4.1928], [1.2749, 2.1228, -0.9388], [0.0589, 3.2348, -2.8640], [-3.1153, 0.9810, -1.2742], [-1.4935, -1.2933, -0.5237], [2.7395, 1.6837, 5.3142], [1.7440, 2.3286, 7.9468], [1.2748, -3.1524, 2.4420], [-1.0538, -0.4355, 1.4478], [-0.3721, 2.1376, -5.4543], [2.8451, 4.4069, 6.2715], [-0.8874, 0.3359, -3.1899], [-1.4858, -2.2650, -0.2499], [5.7274, -1.4181, 1.5573], [0.5509, -1.5762, -1.5592], [0.3048, 3.2071, 5.6011], [0.2881, -4.6165, 2.5714], [1.0605, 1.1176, -0.5712], [-0.6240, -4.5775, 4.0856], [-2.7700, -0.4171, 0.8252], [5.6075, -0.8603, 4.3904], [1.2181, 1.0421, 0.9039], [-1.5786, 0.9962, -0.2357], [1.7988, 0.4207, -0.9785], [-4.5664, -3.4536, -4.7537], [-1.2741, 2.5302, -4.3711], [1.3462, -6.0328, 2.5600], [4.3610, -3.2372, 3.3312], [-3.5551, -2.6320, -3.5582], [-2.3927, 2.8245, -4.6454], [-1.7081, -0.3391, 0.5767], [0.0867, 1.2706, -5.1774], [-0.3344, 0.6875, -1.0836], [1.9076, 2.9086, 6.2858], [-1.5712, 2.8913, -2.2959], [-4.4749, -2.4166, -2.0635], [-0.3237, 1.0634, -2.5990], [-0.8434, -4.7357, 1.2134], [-0.7646, 2.5106, -2.9209], [-4.0725, 1.5850, -0.5321], [3.2255, -0.6351, 2.7681], [1.3726, 1.3146, 2.0587], [4.7299, -1.5415, 3.0113], [-1.5288, 2.0516, 0.6166], [0.7192, 0.9760, -2.9242], [1.6861, 1.6840, 3.0020], [-2.1155, -3.6073, -3.2302], [0.3512, 2.8572, -5.4640]],
  "forces_ev_per_angstrom": [[-1.40, 0.30, 1.17], [-0.11, -0.12, -0.03], [0.11, 0.03, 0.34], [0.09, -0.29, 0.13], [-0.13, 0.51, -0.82], [1.47, 0.13, 0.78], [0.06, 0.02, 0.16], [0.01, 0.02, -0.08], [-0.57, -0.19, -0.16], [0.14, 0.05, -0.26], [-0.04, 0.19, 0.86], [-0.04, -0.06, -0.01], [-0.18, 0.14, 0.18], [-0.02, -0.22, -0.12], [-0.05, 0.01, 0.05], [0.65, -0.20, -0.71], [0.06, -0.02, 0.00], [0.09, 0.05, 0.06], [-0.46, -0.49, 1.24], [0.01, 0.02, -0.04], [0.29, -0.02, 0.65], [-0.03, 0.01, -0.04], [-0.19, 1.12, -0.84], [-0.72, -1.76, 0.93], [-0.22, 0.11, -0.38], [0.05, 0.03, 0.03], [0.37, -0.26, -0.05], [0.00, 0.03, 0.00], [0.29, 0.02, 0.07], [0.03, 0.01, 0.02], [-0.74, 0.34, 0.02], [-1.74, 0.36, -0.82], [0.18, 0.13, -0.11], [1.19, -0.58, -1.84], [-0.01, 0.04, 0.04], [0.04, -0.24, -0.04], [0.02, -0.03, -0.08], [0.14, 0.81, 0.30], [0.04, 0.09, -0.02], [-0.04, 0.09, -0.81], [0.75, 0.00, 0.40], [0.50, -0.26, -0.05], [0.14, 0.28, -0.07], [0.04, -0.06, 0.13], [0.28, 0.53, -0.28], [-0.18, -0.29, 0.01], [-0.28, -0.19, 0.32], [-0.03, 0.06, 0.01], [0.13, -0.21, -0.24]],
  "lowdin_charge": [-0.464, 0.543, 0.133, 0.121, 0.854, 0.065, 0.522, 0.530, 0.482, 0.122, 0.100, 0.529, 0.076, 0.091, 0.537, 0.119, 0.529, -2.034, -0.098, 0.527, 0.103, 0.524, -0.116, -0.647, 0.128, 0.530, -0.501, 0.528, 0.510, -2.035, 0.112, -0.149, 0.068, -0.316, -2.041, 0.082, 0.517, -0.155, 0.529, -0.121, -0.098, 0.540, 0.018, -2.014, 0.027, 0.123, -0.046, 0.534, 0.084],
  "charge": 0,
  "lumo_ev": 0.11,
  "smiles": "C#CC[C@@]1(CCC(N)=O)C(=O)NC[C@]1(F)S.ClC(Cl)(Cl)Cl.ClC(Cl)(Cl)Cl.ClC(Cl)(Cl)Cl.ClC(Cl)(Cl)Cl",
  "molar_mass_g_mol": 859.58
}

***

Number 1: electronic energy -33040.04090 eV, HOMO level -0.2791 Ha. Number 2: electronic energy -235711.86192 eV, HOMO level -0.3468 Ha.